Here is C53H63NO4Rh as an isolated structure from the Open Molecules 2025 dataset. Energies are from the ωB97M-V functional and the def2-TZVPD basis.

Each line ends with the Mulliken charge.
Element x y z (Å)
Rh (0.46, 1.67, -1.94)  0.522
C (3.08, 1.22, -3.23)  -1.220
O (2.36, 0.90, -2.02)  -0.229
C (2.60, -0.36, -1.41)  0.887
C (2.94, -0.31, -0.07)  -0.752
C (3.09, 1.01, 0.64)  -1.381
C (1.88, 1.54, 1.38)  0.634
C (2.13, 2.15, 2.60)  -0.701
C (1.16, 2.83, 3.32)  -0.256
C (-0.08, 2.97, 2.71)  -0.252
C (-0.38, 2.37, 1.49)  0.562
C (-1.72, 2.74, 0.89)  -1.384
C (-2.51, 1.65, 0.22)  -0.554
C (-3.36, 0.84, 0.96)  -0.436
C (-4.12, -0.16, 0.36)  -0.027
C (-3.98, -0.34, -1.00)  -0.101
C (-3.11, 0.42, -1.79)  -0.073
C (-2.89, -0.02, -3.21)  -1.532
C (-1.90, -1.16, -3.24)  0.729
C (-2.35, -2.48, -3.27)  -0.447
C (-1.48, -3.56, -3.32)  -0.449
C (-0.11, -3.27, -3.40)  -0.635
C (0.37, -1.97, -3.37)  0.521
C (1.86, -1.71, -3.47)  -1.318
C (2.44, -1.56, -2.09)  -0.273
C (2.70, -2.72, -1.37)  -0.204
C (3.04, -2.73, -0.02)  -0.119
C (3.15, -1.50, 0.61)  0.025
C (3.23, -4.06, 0.70)  2.169
C (1.90, -4.82, 0.68)  -1.473
C (4.31, -4.89, -0.02)  -1.669
C (3.67, -3.87, 2.15)  -2.211
C (-0.53, -0.90, -3.24)  0.709
O (-0.07, 0.37, -3.26)  -1.173
C (-1.94, -5.01, -3.32)  2.168
C (-1.31, -5.74, -2.13)  -1.616
C (-1.51, -5.69, -4.63)  -1.794
C (-3.46, -5.13, -3.20)  -2.041
C (-2.41, 1.43, -1.15)  0.775
O (-1.49, 2.27, -1.82)  -0.178
C (-1.94, 3.01, -2.97)  -1.231
C (-5.05, -1.02, 1.22)  2.042
C (-6.08, -0.13, 1.91)  -1.701
C (-5.78, -2.08, 0.39)  -2.139
C (-4.20, -1.74, 2.28)  -1.630
C (0.57, 1.56, 0.85)  1.171
O (0.24, 0.82, -0.23)  -1.351
C (1.49, 3.41, 4.70)  2.064
C (0.29, 4.10, 5.33)  -2.074
C (2.63, 4.42, 4.57)  -1.469
C (1.93, 2.26, 5.62)  -1.706
H (3.92, 0.55, -3.33)  0.419
H (3.43, 2.25, -3.13)  0.335
H (2.41, 1.13, -4.09)  0.285
H (3.39, 1.77, -0.09)  0.199
H (3.91, 0.92, 1.35)  0.670
H (3.14, 2.08, 3.00)  0.462
H (-0.86, 3.54, 3.20)  0.550
H (-1.54, 3.54, 0.16)  0.219
H (-2.34, 3.18, 1.67)  0.630
H (-3.43, 1.02, 2.02)  0.678
H (-4.53, -1.13, -1.51)  0.406
H (-2.53, 0.78, -3.86)  0.201
H (-3.84, -0.37, -3.62)  0.874
H (-3.42, -2.65, -3.26)  0.444
H (0.60, -4.08, -3.50)  0.364
H (2.02, -0.84, -4.10)  0.193
H (2.33, -2.56, -3.97)  0.862
H (2.57, -3.67, -1.89)  0.258
H (3.41, -1.44, 1.66)  0.711
H (1.58, -5.05, -0.34)  0.244
H (1.11, -4.23, 1.15)  0.336
H (2.00, -5.77, 1.22)  0.483
H (4.03, -5.10, -1.06)  0.281
H (4.44, -5.85, 0.49)  0.463
H (5.27, -4.37, -0.03)  0.390
H (2.90, -3.35, 2.73)  0.373
H (4.60, -3.32, 2.23)  0.443
H (3.82, -4.85, 2.61)  0.433
H (-0.22, -5.75, -2.20)  0.346
H (-1.65, -6.78, -2.10)  0.498
H (-1.58, -5.26, -1.19)  0.336
H (-0.42, -5.68, -4.75)  0.305
H (-1.94, -5.19, -5.50)  0.384
H (-1.83, -6.73, -4.64)  0.467
H (-3.83, -4.67, -2.28)  0.306
H (-3.75, -6.18, -3.19)  0.417
H (-3.98, -4.66, -4.05)  0.433
H (-3.03, 3.04, -2.97)  0.421
H (-1.58, 2.54, -3.88)  0.306
H (-1.54, 4.02, -2.87)  0.323
H (-6.70, 0.39, 1.17)  0.380
H (-5.61, 0.62, 2.54)  0.318
H (-6.74, -0.73, 2.53)  0.469
H (-6.40, -1.62, -0.38)  0.399
H (-6.44, -2.65, 1.05)  0.445
H (-5.09, -2.78, -0.08)  0.391
H (-3.72, -1.04, 2.96)  0.333
H (-3.43, -2.35, 1.82)  0.353
H (-4.84, -2.40, 2.88)  0.470
H (-0.03, 4.97, 4.75)  0.379
H (0.55, 4.46, 6.33)  0.441
H (-0.56, 3.43, 5.44)  0.413
H (2.35, 5.24, 3.89)  0.181
H (3.54, 3.96, 4.18)  0.324
H (2.86, 4.86, 5.54)  0.479
H (1.14, 1.52, 5.73)  0.376
H (2.18, 2.66, 6.61)  0.466
H (2.81, 1.75, 5.23)  0.316
N (1.15, 3.70, -1.38)  -0.210
C (1.56, 4.49, -0.66)  0.077
C (2.05, 5.52, 0.20)  0.494
C (3.42, 5.60, 0.45)  -0.299
C (3.89, 6.63, 1.25)  -0.684
C (3.01, 7.55, 1.79)  -0.429
C (1.64, 7.46, 1.54)  -0.721
C (1.15, 6.44, 0.74)  -0.319
H (4.10, 4.88, 0.02)  0.472
H (4.95, 6.71, 1.46)  0.427
H (3.39, 8.36, 2.41)  0.425
H (0.97, 8.19, 1.96)  0.429
H (0.10, 6.36, 0.54)  0.473

**Total energy**: -68666.667 eV
**Total charge**: +1
**Molar mass**: 880.996 g/mol
**HOMO**: -10.129 eV
**Kohn-Sham gap**: 0.2337 hartree

Here is a 8-piece molecular cluster, C53H64F3IN12O4PS overall at a distorted geometry from the Open Molecules 2025 dataset. Energies are from the ωB97M-V functional and the def2-TZVPD basis.

Each line ends with the Mulliken charge.
Element x y z (Å)
C (1.10, -6.70, 0.67)  -0.472
C (1.34, -6.11, -0.80)  -0.729
C (1.77, -4.54, -0.81)  -0.530
C (0.68, -3.62, -0.14)  0.660
C (-0.67, -3.71, -1.06)  -1.502
N (0.96, -2.19, 0.11)  2.310
C (1.47, -1.86, 1.43)  -3.354
N (2.92, -1.81, 1.57)  1.551
P (3.76, -3.26, 1.99)  0.404
O (4.77, -3.14, 3.16)  -0.707
N (3.61, -0.67, 1.24)  0.533
C (5.05, -0.85, 0.89)  -1.198
C (3.33, 0.56, 1.98)  0.135
C (2.20, 1.63, 1.66)  -0.516
O (4.10, 0.84, 2.94)  -0.534
N (0.66, -1.66, 2.52)  1.385
C (-0.81, -1.71, 2.23)  -0.856
I (-1.54, 0.04, 1.08)  0.350
C (-1.81, -1.80, 3.47)  -0.333
C (-2.03, -3.36, 3.89)  -0.993
S (1.21, -1.38, 4.13)  0.866
O (0.69, -2.39, 5.14)  -0.546
O (2.68, -1.40, 4.38)  -0.464
C (0.67, 0.31, 4.83)  0.604
F (-0.13, 0.10, 5.99)  -0.177
F (1.80, 1.02, 5.30)  -0.201
F (0.02, 1.12, 3.90)  -0.098
C (1.49, -1.41, -1.01)  -1.056
C (2.88, -1.62, -1.67)  0.179
C (3.47, -0.87, -2.87)  -0.887
C (2.43, 0.22, -3.45)  0.093
C (1.10, 0.29, -2.67)  -1.170
N (0.62, -0.44, -1.57)  0.126
H (1.21, -7.84, 0.70)  0.340
H (1.79, -6.17, 1.41)  0.052
H (0.01, -6.48, 0.98)  0.060
H (0.41, -6.21, -1.47)  0.284
H (2.21, -6.69, -1.29)  0.441
H (1.82, -4.27, -1.93)  0.300
H (2.83, -4.47, -0.42)  0.005
H (0.37, -4.10, 0.86)  0.285
H (-0.35, -4.07, -2.10)  0.471
H (-1.12, -2.67, -1.14)  0.395
H (-1.42, -4.42, -0.58)  0.268
H (2.82, -4.28, 2.35)  0.005
H (4.50, -3.74, 0.84)  0.157
H (5.24, -1.62, 0.07)  0.387
H (5.41, 0.16, 0.47)  0.269
H (5.72, -1.04, 1.81)  0.422
H (1.28, 1.23, 1.12)  -0.142
H (2.66, 2.42, 0.95)  0.352
H (1.98, 2.18, 2.63)  0.277
H (-1.12, -2.61, 1.57)  0.321
H (-2.84, -1.47, 3.07)  0.485
H (-1.60, -1.12, 4.35)  0.273
H (-2.35, -3.43, 4.98)  0.363
H (-2.77, -3.87, 3.17)  0.344
H (-1.01, -3.86, 3.70)  0.183
H (3.53, -2.44, -1.18)  0.354
H (4.48, -1.05, -3.34)  0.361
H (2.63, 0.87, -4.35)  0.485
H (0.37, 1.08, -3.07)  0.422
N (1.54, 4.45, -1.19)  -0.300
C (0.59, 3.55, -1.46)  0.065
C (-0.77, 3.84, -1.49)  -0.569
C (-1.16, 5.15, -1.23)  -0.569
C (-0.20, 6.11, -0.95)  -0.323
C (1.13, 5.71, -0.95)  -0.728
H (0.94, 2.55, -1.65)  0.335
H (-1.49, 3.07, -1.71)  0.531
H (-2.21, 5.42, -1.24)  0.472
H (-0.47, 7.13, -0.75)  0.639
H (1.93, 6.42, -0.74)  0.407
N (-1.67, 8.94, 0.09)  -0.415
C (-1.86, 8.53, 1.35)  -0.059
C (-2.91, 8.95, 2.15)  -0.606
C (-3.82, 9.85, 1.62)  -0.121
C (-3.65, 10.30, 0.32)  -0.467
C (-2.57, 9.82, -0.40)  -0.238
H (-1.12, 7.83, 1.72)  0.397
H (-3.01, 8.58, 3.16)  0.356
H (-4.65, 10.21, 2.21)  0.378
H (-4.34, 11.00, -0.13)  0.359
H (-2.39, 10.13, -1.43)  0.377
N (-4.70, 3.14, 0.97)  -0.482
C (-3.97, 2.60, 1.96)  -0.367
C (-4.36, 2.59, 3.29)  -0.397
C (-5.58, 3.17, 3.62)  -0.331
C (-6.35, 3.73, 2.62)  -0.354
C (-5.87, 3.69, 1.32)  -0.529
H (-3.03, 2.16, 1.65)  0.491
H (-3.73, 2.13, 4.05)  0.388
H (-5.92, 3.18, 4.65)  0.406
H (-7.30, 4.20, 2.84)  0.532
H (-6.44, 4.12, 0.50)  0.390
N (4.69, -0.07, -5.89)  -0.029
C (5.89, -0.37, -6.43)  -0.153
C (6.10, -0.49, -7.80)  -0.660
C (5.02, -0.31, -8.65)  -0.172
C (3.78, -0.01, -8.12)  -0.875
C (3.67, 0.10, -6.74)  0.100
H (6.70, -0.50, -5.72)  0.390
H (7.09, -0.73, -8.18)  0.395
H (5.15, -0.40, -9.73)  0.388
H (2.92, 0.14, -8.75)  0.395
H (2.72, 0.34, -6.28)  0.326
N (-1.47, -8.54, 1.72)  -0.446
C (-1.95, -8.15, 2.91)  -0.108
C (-1.87, -8.91, 4.06)  -0.517
C (-1.27, -10.16, 3.98)  -0.144
C (-0.77, -10.59, 2.76)  -0.485
C (-0.89, -9.75, 1.67)  -0.218
H (-2.41, -7.17, 2.92)  0.422
H (-2.27, -8.54, 5.00)  0.348
H (-1.19, -10.79, 4.86)  0.373
H (-0.29, -11.56, 2.67)  0.364
H (-0.52, -10.04, 0.70)  0.425
N (-7.15, -0.09, -0.49)  -0.473
C (-7.30, 0.80, 0.50)  -0.026
C (-8.53, 1.12, 1.07)  -0.239
C (-9.66, 0.49, 0.58)  -0.412
C (-9.53, -0.43, -0.45)  -0.339
C (-8.26, -0.69, -0.94)  -0.272
H (-6.39, 1.27, 0.85)  0.373
H (-8.59, 1.85, 1.86)  0.332
H (-10.64, 0.72, 0.99)  0.371
H (-10.39, -0.95, -0.85)  0.366
H (-8.11, -1.41, -1.74)  0.355
N (3.98, 3.14, -4.16)  -0.346
C (4.04, 3.73, -2.95)  0.009
C (5.18, 4.33, -2.44)  -0.632
C (6.33, 4.31, -3.21)  -0.323
C (6.30, 3.70, -4.46)  -0.552
C (5.11, 3.13, -4.88)  -0.331
H (3.11, 3.72, -2.39)  0.570
H (5.17, 4.80, -1.46)  0.405
H (7.25, 4.76, -2.85)  0.388
H (7.18, 3.66, -5.09)  0.386
H (5.03, 2.65, -5.85)  0.513

**Total energy**: -118427.798 eV
**Total charge**: +1
**Molar mass**: 1180.114 g/mol
**HOMO**: -10.993 eV
**Kohn-Sham gap**: 0.2027 hartree

Here is C53H66Br2Cl2N5O2RbS as an isolated structure from the Open Molecules 2025 dataset. Energies are from the ωB97M-V functional and the def2-TZVPD basis.

Each line ends with the Mulliken charge.
Element x y z (Å)
Rb (-0.42, -0.19, 0.84)  -0.063
C (4.18, -5.59, 0.93)  -1.211
C (3.84, -4.42, 1.87)  -1.144
C (2.45, -3.91, 1.66)  0.124
C (1.33, -4.20, 2.36)  0.080
C (1.17, -5.14, 3.51)  -0.788
C (0.52, -6.47, 3.11)  -1.308
C (0.24, -3.48, 1.70)  0.120
N (0.73, -2.73, 0.68)  1.468
C (2.05, -2.95, 0.61)  0.092
C (2.90, -2.30, -0.29)  -0.832
C (2.60, -1.31, -1.24)  0.071
C (3.58, -0.76, -2.18)  0.268
C (5.01, -1.18, -2.30)  -1.127
C (5.18, -2.46, -3.13)  -1.126
C (2.92, 0.15, -2.94)  -0.033
C (1.53, 0.15, -2.46)  -0.307
C (0.52, 0.94, -3.01)  -0.638
C (-0.86, 0.89, -2.72)  0.112
N (-1.41, 0.03, -1.85)  1.380
C (-2.74, 0.29, -1.78)  0.179
C (-3.53, -0.46, -0.89)  -0.332
C (-3.00, -1.69, -0.47)  -2.184
N (-2.89, -2.09, 0.84)  -0.558
C (-1.94, -3.06, 0.82)  -1.238
C (-1.14, -3.48, 1.93)  -0.721
C (-1.60, -3.45, -0.54)  1.663
C (-2.25, -2.58, -1.36)  1.332
C (-2.31, -2.58, -2.86)  -0.790
C (-0.95, -2.61, -3.56)  -1.120
C (-0.78, -4.64, -0.93)  -0.189
C (-1.59, -5.72, -1.65)  -1.614
C (-3.07, 1.42, -2.64)  0.146
C (-1.90, 1.77, -3.26)  0.828
C (-1.69, 2.83, -4.30)  -0.673
C (-1.61, 2.25, -5.71)  -1.510
C (-4.44, 1.97, -2.84)  -0.939
C (-5.33, 1.07, -3.71)  -1.392
N (1.40, -0.72, -1.43)  0.897
C (3.48, 1.03, -4.01)  -1.192
C (3.82, 2.44, -3.50)  -0.890
H (5.21, -5.93, 1.07)  0.427
H (4.05, -5.29, -0.11)  0.203
H (3.51, -6.43, 1.12)  0.248
H (4.55, -3.61, 1.71)  0.419
H (3.96, -4.74, 2.91)  0.499
H (0.55, -4.66, 4.28)  0.339
H (2.14, -5.34, 3.97)  0.334
H (-0.47, -6.30, 2.68)  0.264
H (0.41, -7.14, 3.97)  0.448
H (1.12, -6.98, 2.35)  0.249
H (3.95, -2.58, -0.23)  0.116
H (5.44, -1.34, -1.31)  0.390
H (5.60, -0.38, -2.76)  0.436
H (4.60, -3.27, -2.68)  0.231
H (6.22, -2.77, -3.19)  0.377
H (4.80, -2.31, -4.14)  0.285
H (0.82, 1.66, -3.76)  0.252
H (-4.39, -0.01, -0.41)  0.388
H (-1.56, -3.67, 2.91)  0.766
H (-2.86, -1.69, -3.18)  0.148
H (-2.91, -3.44, -3.20)  0.683
H (-0.28, -1.88, -3.10)  -0.017
H (-1.05, -2.37, -4.62)  0.461
H (-0.48, -3.59, -3.49)  0.290
H (-0.33, -5.07, -0.03)  0.108
H (0.06, -4.32, -1.56)  -0.047
H (-2.41, -6.06, -1.01)  0.362
H (-0.97, -6.58, -1.90)  0.427
H (-2.03, -5.34, -2.57)  0.272
H (-0.76, 3.37, -4.08)  0.020
H (-2.49, 3.57, -4.25)  0.463
H (-0.82, 1.50, -5.77)  0.216
H (-1.39, 3.03, -6.46)  0.435
H (-2.55, 1.77, -5.98)  0.286
H (-4.39, 2.96, -3.29)  0.348
H (-4.92, 2.09, -1.86)  -0.148
H (-4.88, 0.93, -4.69)  0.285
H (-6.33, 1.48, -3.83)  0.449
H (-5.42, 0.08, -3.25)  0.250
H (2.76, 1.11, -4.83)  0.407
H (4.37, 0.57, -4.44)  0.454
H (2.93, 2.91, -3.07)  -0.002
H (4.20, 3.08, -4.30)  0.379
H (4.57, 2.38, -2.71)  0.296
C (1.28, 5.16, 2.54)  -0.919
C (1.71, 4.27, 3.68)  0.710
C (2.27, 4.84, 4.85)  -0.911
C (2.71, 4.03, 5.85)  -0.897
C (2.60, 2.62, 5.72)  1.275
C (3.06, 1.70, 6.68)  -0.206
Br (3.89, 2.30, 8.30)  -0.344
C (2.93, 0.35, 6.48)  -0.412
C (2.34, -0.13, 5.32)  0.218
Br (2.17, -2.01, 5.11)  -0.269
C (1.81, 0.68, 4.28)  -0.505
O (1.25, 0.23, 3.26)  -0.099
C (1.99, 2.14, 4.53)  -0.170
N (1.57, 2.97, 3.55)  -0.239
H (2.12, 5.74, 2.16)  0.422
H (0.50, 5.86, 2.85)  0.286
H (0.89, 4.53, 1.74)  -0.041
H (2.36, 5.92, 4.93)  0.396
H (3.15, 4.44, 6.75)  0.326
H (3.29, -0.35, 7.22)  0.403
Cl (-1.94, 0.53, 3.50)  0.029
C (-3.00, -0.86, 3.78)  0.391
Cl (-4.53, -0.40, 4.60)  -0.262
H (-2.47, -1.55, 4.43)  0.369
H (-3.24, -1.29, 2.81)  -0.275
C (0.24, 4.93, -1.17)  -0.992
C (-1.13, 5.39, -0.69)  -0.510
C (-2.12, 4.23, -0.58)  0.502
S (-1.72, 3.21, 0.87)  0.949
O (-2.33, 1.87, 0.64)  -0.485
C (-2.77, 4.06, 2.11)  -0.902
C (-4.12, 3.38, 2.27)  -0.012
C (-5.14, 3.74, 1.20)  -0.765
H (0.99, 5.72, -1.08)  0.490
H (0.20, 4.61, -2.21)  0.135
H (0.60, 4.08, -0.58)  0.152
H (-1.54, 6.13, -1.38)  0.509
H (-1.04, 5.90, 0.28)  0.148
H (-2.02, 3.53, -1.41)  -1.097
H (-3.16, 4.55, -0.51)  0.432
H (-2.84, 5.10, 1.81)  0.509
H (-2.20, 4.01, 3.04)  0.394
H (-4.51, 3.62, 3.26)  0.480
H (-3.96, 2.30, 2.26)  -0.083
H (-5.26, 4.82, 1.10)  0.342
H (-6.12, 3.32, 1.44)  0.406
H (-4.85, 3.33, 0.23)  -0.211

**Total energy**: -244200.687 eV
**Total charge**: -2
**Molar mass**: 1153.393 g/mol
**HOMO**: -1.100 eV
**Kohn-Sham gap**: 0.1664 hartree